# C26H43F6INO8PS

An isolated molecule of C26H43F6INO8PS in a non-equilibrium geometry (ωB97M-V/def2-TZVPD, OMol25).

Each line ends with the Mulliken charge.
Element x y z (Å)
C 0.731 -2.993 4.099  -1.132
C 0.918 -1.931 3.177  -0.373
C 1.229 -0.695 2.102  1.576
C 2.470 0.171 2.816  0.010
N 3.076 -0.606 4.003  -0.334
C 2.882 0.299 5.236  -0.653
O 0.125 0.244 1.932  -0.300
C -0.478 0.220 0.594  -0.070
C -0.855 -1.262 0.012  -0.514
C -1.936 -2.112 0.924  -0.088
P -1.951 -3.986 0.390  0.951
O -1.892 -4.187 -1.177  -0.728
O -3.335 -4.705 1.170  -0.421
C -4.405 -4.990 0.201  -0.298
C -5.069 -3.525 -0.234  -0.705
O -0.528 -4.708 1.166  -0.355
C 0.339 -5.350 0.159  0.007
C 1.691 -5.986 0.908  -0.898
C 0.469 1.137 -0.410  0.131
C 1.598 0.310 -1.247  -1.046
C 1.335 0.583 -2.870  0.043
C 2.440 -0.275 -3.725  -0.714
C 2.253 -0.154 -5.353  -0.472
C 0.783 -0.838 -5.706  -0.720
O 1.067 2.188 0.424  0.094
C 1.657 3.282 -0.349  0.092
C 0.611 4.206 -1.202  -0.692
C -0.348 5.194 -0.320  0.020
C 0.098 6.782 -0.408  -0.337
F -1.036 7.685 -0.782  -0.356
C 2.499 4.219 0.753  -0.420
C 2.323 3.722 2.304  0.198
O 3.426 3.241 2.944  -0.529
I 0.486 3.795 3.502  0.057
S -2.122 1.175 0.806  0.678
O -1.850 2.710 1.063  -0.457
O -2.882 0.713 2.111  -0.600
C -3.250 1.095 -0.677  0.638
F -2.741 1.814 -1.894  -0.293
F -3.633 -0.261 -1.129  -0.234
C -4.694 1.862 -0.319  0.510
F -5.500 1.740 -1.592  -0.250
F -4.540 3.316 -0.083  -0.178
F -5.487 1.144 0.716  -0.191
H 0.921 -3.692 5.047  0.325
H 1.689 -1.143 1.129  -0.134
H 1.958 1.111 3.290  -0.367
H 3.278 0.502 2.029  0.192
H 4.103 -0.568 3.815  0.317
H 3.286 -0.204 6.225  0.290
H 3.466 1.314 5.058  0.234
H 1.761 0.576 5.428  0.229
H -1.218 -1.096 -1.113  0.335
H 0.091 -1.982 -0.093  0.252
H -1.634 -2.145 2.078  0.164
H -3.030 -1.700 0.895  0.168
H -5.263 -5.571 0.777  0.308
H -4.066 -5.632 -0.718  0.250
H -6.217 -3.706 -0.445  0.403
H -4.474 -3.122 -1.158  0.173
H -4.991 -2.792 0.700  0.182
H 0.735 -4.528 -0.580  0.138
H -0.171 -6.269 -0.380  0.260
H 1.751 -5.651 2.052  0.200
H 1.704 -7.171 0.838  0.279
H 2.649 -5.547 0.396  0.279
H -0.289 1.574 -1.223  0.045
H 2.681 0.768 -1.040  0.365
H 1.685 -0.830 -1.024  0.349
H 1.556 1.737 -3.080  0.085
H 0.218 0.390 -3.161  0.132
H 3.509 0.145 -3.455  0.286
H 2.370 -1.401 -3.412  0.246
H 3.137 -0.721 -5.879  0.321
H 2.277 0.977 -5.653  0.275
H -0.014 0.019 -5.627  0.184
H 0.788 -1.366 -6.758  0.302
H 0.572 -1.601 -4.814  0.145
H 2.496 2.937 -1.126  0.299
H 1.280 4.918 -1.889  0.465
H -0.084 3.619 -1.946  0.127
H -0.467 4.909 0.808  -0.024
H -1.448 5.148 -0.783  0.229
H 1.043 6.941 -1.104  0.238
H 0.466 7.078 0.686  0.219
H 3.664 4.126 0.506  0.311
H 2.251 5.359 0.667  0.277

Its multiplicity is 1. The SMILES is C#C[C@H](CNC)O[C@](CCP(=O)(OCC)OCC)([C@H](CCCCC)O[C@@H](CCCF)CC(=O)I)S(=O)(=O)C(F)(F)C(F)(F)F. Its total energy is -90039.185 eV. The energy relative to the best compared isomer or geometry (same formula, charge and spin) comes out at 416.2 kcal/mol. For the LUMO energy, the calculation gives -0.525 eV.